(1)
Density functional theory data (ωB97M-V/def2-TZVPD) for 5 unconnected molecules or ions with the total composition C47H47F4O3PS.

Structure (XYZ):
```
103
Properties=species:S:1:pos:R:3:forces:R:3
C 5.27267 -0.30582 0.48410 0.27 -0.53 1.44
O 4.54235 0.01852 -0.75238 0.88 1.66 1.70
C 4.11316 1.43302 -0.77042 -0.43 0.54 0.31
C 2.65257 1.65162 -0.01463 0.29 0.16 0.22
C 1.67098 2.73324 -0.77371 -0.10 0.12 -0.38
C 0.09165 2.20789 -0.89388 0.19 0.76 0.28
C -1.00083 3.40517 -0.51399 0.28 0.00 -0.91
C -2.48514 3.15164 -1.19343 0.00 0.41 -0.50
C -3.68765 4.06847 -0.48793 0.59 -0.28 0.51
C -4.86278 3.06665 0.15388 1.03 0.16 0.12
C -4.07277 2.17875 1.31638 0.48 -1.04 1.71
C -3.71111 3.02772 2.71079 1.34 -4.53 -0.24
C -2.92935 2.23605 3.91488 -1.32 -1.20 -4.09
C -2.49951 0.66005 3.67879 -1.56 1.30 -1.87
C -2.84719 -0.18768 2.29934 -0.81 3.19 0.47
C -3.67862 0.59532 1.09433 1.06 1.39 2.94
C -4.05112 -0.27902 -0.24157 -3.88 -0.10 -2.73
O -5.20197 -0.18072 -0.93613 7.14 -0.12 4.28
C -2.95004 -1.40849 -0.75001 1.94 -1.58 0.21
C -2.70182 -1.74059 -2.36513 3.11 -2.34 3.51
P -3.65144 -0.84898 -3.79491 -1.73 -0.96 -0.01
S -5.44937 -1.62796 -4.10485 0.90 0.20 0.18
C -1.57642 -2.92987 -2.70022 -0.44 0.89 3.62
C -0.74375 -3.71590 -1.48602 -2.52 2.63 0.80
C -0.99935 -3.37509 0.10803 -2.18 2.16 -3.25
C -2.12352 -2.19312 0.47241 0.78 -0.92 -2.81
C -2.39782 -1.78139 2.07012 0.58 -2.37 3.27
O -2.23097 -2.64642 3.09367 -0.87 5.52 -6.61
H 5.95332 0.57073 0.89112 -1.40 -1.54 -1.09
H 5.98310 -1.23426 0.34796 -1.59 1.87 -0.18
H 4.53493 -0.59285 1.37769 1.35 0.68 -1.94
H 4.08125 1.77526 -1.88920 -0.13 -0.84 2.06
H 4.89140 2.12556 -0.22206 -1.28 -1.46 -1.10
H 2.12099 0.59913 0.10159 1.14 2.19 -0.35
H 2.88344 2.07977 1.07394 -0.61 -1.11 -2.28
H 1.74242 3.76373 -0.20017 -0.34 -2.09 -1.16
H 2.04516 2.94103 -1.87884 -0.60 -0.45 2.30
H -0.10383 1.83328 -2.00987 0.38 0.60 2.58
H -0.02049 1.35559 -0.09817 -0.06 1.39 -1.78
H -0.61272 4.43538 -0.97408 -0.71 -2.15 1.21
H -1.04720 3.48009 0.65672 -0.10 -0.05 -2.27
H -2.44427 3.45914 -2.34461 0.10 -0.73 2.45
H -2.73506 2.00725 -1.17302 0.34 2.14 0.12
H -3.14013 4.66591 0.38180 -1.41 -1.17 -1.73
H -4.14048 4.86609 -1.23567 0.85 -1.83 1.50
H -5.29194 2.41911 -0.72136 0.92 0.93 1.90
H -5.76423 3.67564 0.62057 2.15 -1.32 -0.80
H -4.02828 4.17487 2.78869 0.77 -2.91 -0.19
H -2.71000 2.84588 4.91704 -0.38 -1.81 -2.43
H -1.93405 0.14122 4.58949 -1.39 1.05 -2.43
H -2.96811 -0.97237 -5.08640 0.26 0.32 1.67
H -3.84869 0.57435 -3.53191 0.99 -1.05 0.13
H -1.32482 -3.23620 -3.82523 -0.71 0.86 2.76
H 0.06067 -4.53019 -1.82537 -2.03 2.04 0.97
H -0.39005 -3.91427 0.97066 -1.55 1.32 -2.09
F -1.40517 -1.73601 -6.48513 -0.12 -0.33 0.21
C -0.83912 -0.82764 -7.29077 0.60 0.94 -0.85
C -1.28966 -0.69902 -8.60002 -0.07 -0.07 0.05
C -0.70405 0.25018 -9.43767 0.24 0.04 0.42
C 0.33409 1.05348 -8.95939 -0.05 -0.05 0.01
C 0.78270 0.91332 -7.64523 -0.30 -0.17 -0.24
C 0.18937 -0.02816 -6.80462 -0.06 -0.08 0.08
H -2.09142 -1.33742 -8.95650 0.07 0.05 0.08
H -1.05434 0.36394 -10.46056 0.04 -0.06 0.20
H 0.79357 1.79062 -9.61443 -0.09 -0.15 0.14
H 1.59360 1.53682 -7.27646 -0.17 -0.13 -0.03
H 0.51964 -0.14425 -5.77769 -0.03 -0.03 -0.08
F 8.04462 -1.42947 1.95378 -0.03 0.30 -0.04
C 8.23873 -2.74155 2.14190 0.17 -1.17 0.18
C 9.05798 -3.44459 1.26543 0.01 0.08 -0.03
C 9.26447 -4.80971 1.46392 -0.30 0.11 0.35
C 8.63996 -5.45937 2.53149 0.04 0.08 -0.08
C 7.81543 -4.74600 3.40280 0.20 0.08 -0.27
C 7.61813 -3.37883 3.21057 0.00 0.09 -0.06
H 9.52801 -2.92486 0.43693 -0.06 -0.01 0.10
H 9.90937 -5.36680 0.78887 -0.12 0.14 0.09
H 8.79774 -6.52503 2.68331 -0.04 0.21 -0.02
H 7.32716 -5.25462 4.23057 0.16 0.19 -0.28
H 6.98760 -2.80719 3.88346 0.05 -0.02 -0.08
F 6.29147 -6.15619 5.82445 -0.02 -0.31 -0.12
C 6.01577 -5.29275 6.81090 -0.27 0.82 0.97
C 4.76223 -4.69330 6.86504 0.00 -0.05 -0.08
C 4.47299 -3.79813 7.89489 0.46 -0.12 0.08
C 5.44536 -3.50383 8.85388 -0.03 -0.03 -0.06
C 6.70234 -4.10682 8.78804 -0.36 -0.03 -0.24
C 6.98739 -5.01033 7.76458 0.04 -0.05 -0.09
H 4.02240 -4.92770 6.10664 0.09 -0.02 0.06
H 3.49330 -3.33008 7.95055 0.18 -0.10 -0.05
H 5.22084 -2.80217 9.65439 0.05 -0.14 -0.16
H 7.45892 -3.87308 9.53319 -0.13 -0.08 -0.16
H 7.95618 -5.49492 7.70343 -0.10 0.03 -0.04
F -7.28001 5.28105 0.35193 0.22 0.20 0.24
C -8.26452 4.90270 -0.47403 -0.99 -0.37 -0.82
C -9.23004 4.00910 -0.02357 0.06 0.03 0.06
C -10.25820 3.61886 -0.88158 0.27 0.30 -0.27
C -10.30316 4.11873 -2.18537 0.02 0.00 0.07
C -9.32654 5.01129 -2.62977 -0.08 -0.20 0.37
C -8.30500 5.40990 -1.76803 0.09 0.01 0.06
H -9.17417 3.62489 0.98969 0.02 0.06 -0.09
H -11.02230 2.92673 -0.53653 0.18 0.12 -0.04
H -11.10275 3.81063 -2.85567 0.17 0.06 0.13
H -9.36128 5.39581 -3.64625 0.03 -0.05 0.21
H -7.54281 6.10980 -2.09413 -0.04 -0.07 0.06
```
Forces are in eV/Å.

Summary:
Kohn-Sham gap = 0.231 Eh
SMILES = COCCCCCCCCc1cccc2c1C(=O)c1c([PH2]=S)cccc1C2=O.Fc1ccccc1.Fc1ccccc1.Fc1ccccc1.Fc1ccccc1
HOMO = -0.2978 Eh



(2)
Density functional theory data (ωB97M-V/def2-TZVPD) for a molecular structure, C13H29N9STb.

Structure (XYZ):
```
53
Properties=species:S:1:pos:R:3:forces:R:3
Tb 0.11889 0.67326 -1.09573 -0.47 -1.03 0.38
C -3.29650 0.55534 -1.19103 0.48 -0.11 -0.05
N -3.43985 -0.68586 -0.48864 0.28 -0.12 0.21
C -4.73966 -1.34357 -0.44122 -0.27 -0.20 -0.03
C -4.42661 -2.56162 0.42032 -0.45 0.18 0.13
N -2.97108 -2.68070 0.31612 0.17 0.35 -0.33
C -2.38505 -3.89783 0.82975 0.36 -0.43 0.13
C -2.43692 -1.56000 -0.19204 -0.76 0.45 -0.31
N -1.16740 -1.21633 -0.44914 0.97 0.74 -0.07
C -0.06774 -1.97069 0.19472 0.10 0.44 0.37
C 0.46309 -1.18595 1.41283 -0.04 -0.27 -0.16
N 1.24633 -0.01392 0.96269 -0.63 0.36 -0.90
C 2.30298 0.33376 1.70878 0.33 0.28 -0.03
N 3.35914 0.97198 1.14195 -0.30 -0.12 -0.04
C 3.36420 1.49741 -0.18922 -0.41 -0.18 0.02
C 4.36644 1.34296 2.12905 0.29 0.21 0.13
C 3.86682 0.62586 3.38548 0.43 -0.02 0.12
N 2.54339 0.13842 3.00702 -0.01 0.18 -0.35
C 1.72442 -0.39289 4.07000 -0.38 -0.26 0.29
H -4.26855 1.04989 -1.20033 0.19 0.14 0.05
H -2.99467 0.40484 -2.24125 -0.04 0.08 0.31
H -2.58315 1.23593 -0.65584 -0.39 -0.24 -0.28
H -5.05757 -1.62484 -1.45304 0.02 0.02 0.13
H -5.49740 -0.69440 -0.00057 0.10 -0.05 -0.02
H -4.90889 -3.46741 0.05298 0.08 0.06 0.03
H -4.70794 -2.41376 1.46912 0.02 -0.01 -0.12
H -3.19702 -4.59294 1.02485 0.00 0.00 -0.02
H -1.86505 -3.74291 1.77741 0.01 -0.01 -0.03
H -1.72927 -4.37122 0.09999 -0.01 -0.02 0.04
H 0.75624 -2.12197 -0.52996 -0.22 -0.07 0.19
H -0.38720 -2.94923 0.53902 0.20 0.07 -0.23
H 1.10558 -1.85227 1.99280 -0.10 0.01 0.03
H -0.40466 -0.88875 2.02058 0.23 -0.17 -0.04
H 3.15470 0.68945 -0.92488 0.07 0.34 0.20
H 4.35887 1.88845 -0.40217 -0.10 0.01 -0.10
H 2.63466 2.33560 -0.28235 0.26 -0.23 -0.12
H 4.40248 2.42897 2.25938 -0.02 -0.09 0.00
H 5.35533 0.99839 1.81993 -0.11 0.03 0.01
H 3.78812 1.29872 4.24306 -0.03 -0.11 -0.10
H 4.49921 -0.21918 3.67062 0.00 0.10 -0.04
H 1.91115 0.19182 4.97145 -0.04 0.02 -0.09
H 1.98502 -1.42955 4.29196 -0.03 0.00 -0.03
H 0.66806 -0.31972 3.83794 -0.01 0.02 0.01
N 1.76123 2.37721 -3.03308 0.15 -0.01 -0.06
N 1.03170 3.10067 -4.00796 0.07 0.17 -0.23
C -0.25627 2.84080 -4.28771 0.41 -0.07 0.30
N -0.86641 3.48203 -5.26106 0.12 0.09 -0.04
S -1.14592 1.68192 -3.40528 -0.15 -0.41 0.59
H 2.32389 3.05940 -2.51171 -0.25 -0.19 -0.19
H 2.43206 1.76459 -3.51983 -0.29 0.28 0.11
H 1.53893 3.76412 -4.58982 0.03 -0.19 0.17
H -0.41872 4.17058 -5.85184 0.07 -0.02 0.03
H -1.84347 3.29514 -5.44411 0.07 -0.02 0.03
```
Forces are in eV/Å.

Summary:
Kohn-Sham gap (alpha / beta) = 0.183 / 0.271 Eh
Spin multiplicity = 7
HOMO (alpha / beta) = -0.6295 / -0.6297 Eh
Total charge = +3